This record from the Open Molecules 2025 dataset describes a 11-piece molecular cluster, C14H55N5O9 overall in a non-equilibrium geometry. The level of theory is ωB97M-V/def2-TZVPD.

```
83
Properties=species:S:1:pos:R:3:mulliken_charge:R:1
N 2.049 -3.918 0.307 -0.09
H 1.274 -3.494 -0.182 0.23
H 2.633 -3.240 0.776 0.09
H 2.624 -4.528 -0.257 0.41
H 1.736 -4.501 1.071 0.41
N 0.496 -0.470 0.126 0.78
H 0.970 0.162 -0.504 0.46
H 0.207 -1.263 -0.429 0.05
H -0.280 0.057 0.501 0.15
H 1.088 -0.838 0.857 0.33
C -0.037 -3.515 -2.528 -0.97
O 0.009 -2.975 -1.226 -1.06
H -1.014 -3.881 -2.845 0.21
H 0.428 -2.892 -3.292 0.26
H 0.474 -4.477 -2.520 0.37
C 4.208 -1.351 1.812 -0.92
O 2.841 -1.595 1.537 -0.58
H 4.435 -1.305 2.877 0.22
H 4.634 -2.257 1.382 0.35
H 4.711 -0.555 1.262 0.18
O 3.066 1.728 2.727 -0.78
H 2.962 0.846 2.370 0.20
H 3.452 2.233 2.011 0.61
O 0.987 -2.863 3.720 -0.73
H 0.553 -2.014 3.801 0.40
H 1.638 -2.734 3.030 0.34
O -0.850 -0.913 3.674 -0.71
H -1.671 -1.203 3.275 0.50
H -0.649 -0.087 3.234 0.32
O 0.111 1.381 2.797 -0.56
H 0.885 1.770 3.205 0.25
H -0.600 1.987 3.004 0.23
C -3.330 0.660 -4.855 -1.44
C -2.241 0.817 -3.770 0.44
C -2.192 -0.386 -2.895 0.21
O -3.450 -0.641 -2.197 -0.46
C -3.499 -1.865 -1.428 -0.62
N -0.901 1.219 -4.289 -0.65
H -4.255 0.281 -4.420 0.30
H -3.007 0.020 -5.675 0.38
H -3.498 1.586 -5.405 0.40
H -2.517 1.555 -3.017 0.21
H -1.299 -0.571 -2.297 -0.50
H -2.065 -1.261 -3.533 0.45
H -4.504 -1.979 -1.023 0.24
H -2.770 -1.920 -0.620 0.20
H -3.372 -2.702 -2.114 0.34
H -0.639 0.588 -5.033 0.32
H -0.238 1.058 -3.545 0.14
C 4.024 0.626 -1.487 -1.88
C 2.908 1.462 -0.827 2.12
C 3.317 2.910 -0.543 -0.80
O 4.125 2.993 0.606 -0.46
C 4.528 4.310 0.981 -0.86
N 1.705 1.304 -1.584 -0.55
H 4.195 0.916 -2.524 0.55
H 3.847 -0.449 -1.458 0.28
H 4.960 0.821 -0.963 0.42
H 2.903 0.950 0.135 -1.49
H 2.380 3.453 -0.422 0.39
H 3.832 3.272 -1.434 0.34
H 4.907 4.168 1.993 0.30
H 3.656 4.943 1.144 0.35
H 5.326 4.793 0.418 0.31
H 2.071 1.297 -2.526 0.30
H 1.132 2.079 -1.284 0.24
C -3.604 2.745 1.080 -1.57
C -2.952 1.487 1.591 0.94
C -4.003 0.413 2.078 -0.81
O -3.370 -0.435 3.045 -0.41
C -3.907 -1.809 3.184 -0.85
N -2.099 0.854 0.598 -0.40
H -2.912 3.576 0.941 0.41
H -4.472 3.002 1.688 0.42
H -4.015 2.544 0.091 0.33
H -2.211 1.686 2.365 -0.32
H -4.357 -0.200 1.249 0.21
H -4.959 0.712 2.508 0.38
H -3.215 -2.624 3.394 0.37
H -4.549 -2.180 2.385 0.33
H -4.569 -1.716 4.045 0.31
H -2.612 0.654 -0.249 -0.01
H -1.604 1.691 0.322 0.20
```

E_tot: -41283.293 eV
Energy relative to the best compared isomer or geometry (same formula, charge and spin): 0.0000 eV
Gap between HOMO and LUMO: 7.5874 eV
Net charge: 0
LUMO: 0.11 eV

---

This record from the Open Molecules 2025 dataset describes one molecule with the formula C2H5OP in a non-equilibrium geometry. The level of theory is ωB97M-V/def2-TZVPD.

```
9
Properties=species:S:1:pos:R:3:mulliken_charge:R:1
C -0.016 -0.454 -0.656 -0.99
C -0.179 0.013 0.831 -0.44
P -1.487 -0.881 1.763 0.29
O -1.265 -2.328 1.740 -0.42
H 0.582 -1.358 -0.575 0.29
H -0.980 -0.811 -0.991 0.30
H 0.429 0.211 -1.364 0.33
H 0.831 0.070 1.476 0.30
H -0.605 0.991 0.893 0.33
```

E_tot: -13490.609 eV
Energy relative to the best compared isomer or geometry (same formula, charge and spin): 0.2664 eV
Gap between HOMO and LUMO: 8.6749 eV
Net charge: 0
Structure (SMILES): CCP=O
LUMO: -0.57 eV

---

This record from the Open Molecules 2025 dataset describes a 2-piece molecular cluster, H2NO3S overall in a non-equilibrium geometry. The level of theory is ωB97M-V/def2-TZVPD.

```
7
Properties=species:S:1:pos:R:3:mulliken_charge:R:1
N 1.203 0.386 0.771 -0.52
O -0.342 0.770 -2.417 -0.53
O -1.543 -0.465 -0.702 -0.54
O 0.823 -1.047 1.032 -0.44
S -0.807 0.774 -1.019 0.58
H 0.752 0.937 1.570 0.14
H -0.086 -1.355 0.766 0.30
```

E_tot: -18498.262 eV
Energy relative to the best compared isomer or geometry (same formula, charge and spin): 4.0050 eV
Gap between HOMO and LUMO (spin up / spin down): 7.4200 / 6.5188 eV
Net charge: -1
LUMO (spin up / spin down): 3.91 / 3.93 eV

---

This record from the Open Molecules 2025 dataset describes C36H64Cl4N8 as an isolated structure in a non-equilibrium geometry. The level of theory is ωB97M-V/def2-TZVPD.

```
112
Properties=species:S:1:pos:R:3:mulliken_charge:R:1
C 0.334 1.272 0.692 1.14
C -0.704 0.334 0.023 -0.84
C 0.001 -0.748 -0.926 1.00
C 1.175 -1.379 -0.185 -0.34
N 2.169 -1.854 0.279 -0.91
H 0.605 2.156 0.116 -0.62
H 1.262 0.740 0.901 -1.03
H -0.062 1.752 1.587 -0.99
H -1.378 0.946 -0.577 0.62
H -1.303 -0.113 0.815 -0.59
H 0.413 -0.281 -1.820 0.50
H -0.642 -1.573 -1.233 0.32
C 4.596 0.729 3.630 -1.88
C 3.367 0.823 2.635 0.63
C 2.554 -0.506 2.751 0.65
C 1.672 -0.700 3.904 -0.25
N 1.025 -0.840 4.822 -0.61
H 5.383 0.046 3.310 0.39
H 4.289 0.415 4.628 0.35
H 5.214 1.625 3.690 0.46
H 3.765 0.952 1.628 0.17
H 2.762 1.687 2.909 -0.73
H 3.224 -1.347 2.931 0.84
H 1.931 -0.509 1.857 -0.02
C 1.715 -2.762 -1.497 0.15
C 1.335 -3.566 -2.746 -1.51
C -0.145 -3.411 -3.263 -0.19
C -0.500 -2.059 -3.600 -0.11
N -0.718 -0.941 -3.699 -0.41
H 0.831 -2.664 -0.867 -0.59
H 2.062 -1.761 -1.754 0.41
H 2.376 -3.320 -0.834 0.43
H 1.521 -4.625 -2.570 0.31
H 2.037 -3.197 -3.494 0.57
H -0.804 -3.972 -2.601 0.28
H -0.248 -3.994 -4.179 0.68
C -3.961 1.748 1.598 -1.51
C -2.470 1.322 1.834 0.73
C -2.364 -0.176 2.209 -0.15
C -3.187 -1.080 1.332 0.57
N -3.861 -1.675 0.647 -0.64
H -4.100 2.828 1.544 0.49
H -4.596 1.431 2.425 0.43
H -4.439 1.295 0.730 0.62
H -1.883 1.879 2.563 0.59
H -1.902 1.546 0.931 -0.33
H -2.685 -0.347 3.236 0.59
H -1.316 -0.471 2.256 -0.36
C -4.004 0.286 -1.115 -1.93
C -2.635 -0.189 -1.770 2.08
C -2.781 -1.106 -2.957 0.02
C -3.479 -0.447 -4.083 0.18
N -4.103 0.013 -4.921 -0.64
H -4.791 -0.456 -0.979 0.44
H -4.510 0.998 -1.767 0.57
H -3.762 0.869 -0.227 -0.46
H -2.118 -0.715 -0.967 -2.39
H -2.040 0.702 -1.973 0.49
H -3.443 -1.925 -2.674 0.42
H -1.861 -1.600 -3.267 -0.09
C -0.587 3.133 -1.416 -0.48
C 0.528 3.939 -0.798 0.15
C 0.869 5.205 -1.602 -0.65
C 1.570 4.912 -2.861 0.23
N 2.138 4.665 -3.820 -0.55
H -0.308 2.821 -2.423 0.13
H -1.483 3.753 -1.415 0.66
H -0.876 2.294 -0.784 0.05
H 1.355 3.253 -0.613 0.12
H 0.282 4.154 0.242 0.16
H 1.610 5.796 -1.064 0.34
H 0.016 5.791 -1.944 0.41
C -0.480 -3.904 -0.647 -0.98
C -1.806 -3.228 -0.050 2.56
C -3.043 -4.128 0.096 -0.23
C -3.247 -4.990 -1.090 0.08
N -3.456 -5.629 -2.051 -0.66
H 0.252 -3.105 -0.533 -0.89
H -0.614 -4.215 -1.683 -0.42
H -0.203 -4.808 -0.105 0.41
H -2.002 -2.396 -0.726 -0.81
H -1.522 -2.697 0.858 -1.50
H -3.904 -3.464 0.018 0.33
H -2.945 -4.784 0.961 0.44
C 2.131 2.586 -2.636 -2.34
C 1.899 1.088 -2.216 0.63
C 2.776 0.672 -1.034 -0.87
C 2.629 1.500 0.182 1.03
N 2.481 2.030 1.168 -0.33
H 2.673 3.129 -1.863 0.46
H 1.199 3.114 -2.839 0.19
H 2.776 2.604 -3.515 0.52
H 1.990 0.303 -2.967 1.04
H 0.866 1.139 -1.872 -0.79
H 3.840 0.806 -1.228 1.03
H 2.527 -0.378 -0.877 -0.26
Cl 0.949 -4.662 1.406 -0.35
C 1.135 -2.943 1.835 0.14
C 0.233 -2.638 3.066 0.96
Cl -1.511 -2.321 2.731 -0.30
H 0.787 -2.285 1.039 0.21
H 2.160 -2.765 2.160 0.53
H 0.616 -1.777 3.615 -0.70
H 0.220 -3.496 3.737 0.72
Cl 3.271 3.819 1.936 -0.24
C 1.663 3.140 2.297 -0.02
C 0.789 4.280 2.971 -0.16
Cl 1.368 4.671 4.667 -0.21
H 1.714 2.338 3.032 0.61
H 1.277 2.694 1.380 1.11
H -0.162 3.764 3.105 0.07
H 0.736 5.134 2.296 0.41
```

E_tot: -100340.888 eV
Energy relative to the best compared isomer or geometry (same formula, charge and spin): 39.3447 eV
Gap between HOMO and LUMO: 9.0663 eV
Net charge: 0
LUMO: -0.25 eV

---

Question: Which of these has the highest energy relative to the best compared isomer or geometry (same formula, charge and spin)?
Answer: C36H64Cl4N8